Density functional theory data (ωB97M-V with the def2-TZVPD basis set) for a molecular structure, C29H52F2NO16S4V in a non-equilibrium geometry.

Last column: Löwdin charge in e.
Positions of all 105 atoms, in Å:
V  0.598  -2.222  1.158  0.911
N  0.210  0.201  -0.177  -0.649
O  -0.098  1.327  -0.410  0.053
O  1.344  -0.092  0.175  -0.059
O  -0.550  -0.709  -0.244  -0.036
F  -4.202  -3.357  -5.987  0.034
C  -3.965  -2.976  -4.684  -0.244
C  -4.713  -1.988  -4.010  0.000
C  -4.283  -1.536  -2.767  -0.090
C  -3.180  -2.101  -2.171  -0.076
C  -2.512  -3.198  -2.774  -0.073
C  -2.929  -3.643  -4.053  -0.012
H  -5.491  -1.433  -4.513  0.116
H  -4.832  -0.685  -2.391  0.088
H  -2.842  -1.727  -1.216  0.075
H  -1.692  -3.642  -2.229  0.045
H  -2.403  -4.398  -4.619  0.112
F  -6.718  1.905  -2.764  0.077
C  -5.617  2.203  -2.080  -0.307
C  -5.688  2.780  -0.806  -0.013
C  -4.552  2.918  -0.026  -0.090
C  -3.300  2.647  -0.576  -0.127
C  -3.180  2.018  -1.792  -0.047
C  -4.389  1.833  -2.598  -0.004
H  -6.688  2.830  -0.403  0.115
H  -4.571  3.358  0.960  0.104
H  -2.446  2.838  0.058  0.097
H  -2.182  1.847  -2.170  0.092
H  -4.341  1.342  -3.559  0.106
C  1.241  1.892  2.863  -0.198
S  0.218  0.424  3.481  0.964
O  0.816  -0.876  2.853  -0.629
C  0.916  0.619  5.158  -0.242
H  1.064  2.852  3.347  0.065
H  1.055  1.981  1.792  0.032
H  2.282  1.704  3.127  0.036
H  1.988  0.419  5.164  0.051
H  0.432  -0.126  5.790  0.053
H  0.781  1.646  5.499  0.063
C  1.267  -2.084  -3.019  -0.196
S  2.403  -2.808  -1.778  0.947
O  1.602  -2.981  -0.484  -0.642
C  2.640  -4.439  -2.554  -0.231
H  0.674  -1.281  -2.581  0.053
H  0.575  -2.884  -3.281  0.045
H  1.780  -1.691  -3.897  0.067
H  1.690  -4.954  -2.695  0.052
H  3.143  -5.138  -1.887  0.047
H  3.115  -4.244  -3.515  0.066
C  -2.520  -5.319  1.577  -0.231
S  -1.528  -4.997  0.054  0.935
O  -0.931  -3.595  0.168  -0.629
C  -0.153  -6.221  0.280  -0.214
H  -3.396  -4.677  1.485  0.030
H  -2.076  -5.103  2.549  0.061
H  -2.731  -6.388  1.603  0.057
H  -0.504  -7.247  0.388  0.059
H  0.476  -5.965  1.133  0.052
H  0.526  -6.245  -0.572  0.039
C  -3.453  -0.160  1.780  -0.230
S  -2.907  -1.910  1.946  0.926
O  -1.367  -1.949  2.161  -0.649
C  -3.628  -2.137  3.683  -0.193
H  -2.881  0.593  2.322  0.057
H  -4.524  -0.064  1.959  0.064
H  -3.185  0.179  0.779  0.026
H  -3.415  -3.170  3.959  0.040
H  -4.659  -1.801  3.789  0.058
H  -3.053  -1.449  4.303  0.050
C  4.163  -4.907  1.481  -0.002
O  4.714  -3.675  2.029  0.016
C  3.988  -2.525  2.088  -0.506
O  2.784  -2.400  1.755  -0.005
O  4.742  -1.576  2.557  0.069
C  4.139  -0.252  2.559  0.003
H  4.780  -5.784  1.676  0.101
H  4.134  -4.788  0.398  0.076
H  3.140  -5.097  1.805  0.087
H  3.657  0.032  1.624  0.090
H  4.932  0.484  2.687  0.104
H  3.479  -0.020  3.395  0.068
C  2.011  8.481  -2.667  0.024
O  2.179  7.012  -2.606  0.021
C  1.198  6.215  -2.593  -0.610
O  0.031  6.641  -2.643  0.081
O  1.667  4.933  -2.519  -0.015
C  0.743  3.846  -2.520  -0.064
H  2.845  9.051  -2.258  0.091
H  1.144  8.888  -2.148  0.093
H  1.907  8.604  -3.745  0.101
H  0.179  3.653  -1.607  0.081
H  1.267  2.922  -2.763  0.088
H  0.000  3.996  -3.304  0.095
C  4.563  5.423  3.130  -0.038
O  4.802  4.772  1.904  0.038
C  3.878  4.225  1.205  -0.623
O  2.690  4.466  1.301  0.109
O  4.454  3.392  0.314  0.005
C  3.577  2.732  -0.591  -0.027
H  3.953  4.822  3.805  0.088
H  3.965  6.332  3.063  0.100
H  5.444  5.619  3.740  0.099
H  2.681  3.335  -0.735  0.074
H  3.451  1.673  -0.362  0.079
H  4.153  2.728  -1.517  0.100

Its total charge is +1. As for the highest occupied orbital energy (alpha / beta): -9.71 / -10.88 eV. As for the spin multiplicity: 4. The total energy comes out at -5130.8399 a.u. The HOMO-LUMO gap (alpha / beta) is 7.7209 / 8.8136 eV. The calculation puts the LUMO energy (alpha / beta) at -2.0 / -2.1 eV.